# C14H14ClNO3S

C14H14ClNO3S in the gas phase (ωB97M-V/def2-TZVPD, the Open Molecules 2025 dataset).

Last column: Mulliken charge in e.
Atoms and positions in Å:
C 1.20 0.07 2.45  -0.81
O 0.99 0.14 1.05  -0.22
C -0.10 0.80 0.64  -0.07
N -0.90 1.33 1.54  -0.53
C -1.98 2.00 1.14  0.11
C -2.85 2.57 2.21  -1.28
C -2.26 2.18 -0.21  -0.86
C -1.43 1.63 -1.18  1.11
C -1.69 1.85 -2.63  -1.64
C -0.33 0.89 -0.74  0.74
S 0.84 0.11 -1.86  1.64
O 0.15 -0.30 -3.06  -0.74
O 1.98 0.98 -2.01  -0.71
C 1.37 -1.41 -1.04  -0.14
C 2.70 -1.61 -0.74  -0.18
C 3.10 -2.79 -0.14  -0.79
C 2.14 -3.75 0.14  0.45
Cl 2.62 -5.22 0.90  -0.21
C 0.80 -3.56 -0.17  -0.84
C 0.42 -2.37 -0.77  -0.19
H 1.30 1.08 2.87  0.31
H 2.11 -0.49 2.59  0.26
H 0.36 -0.43 2.94  0.34
H -3.87 2.22 2.09  0.33
H -2.85 3.66 2.15  0.30
H -2.47 2.27 3.18  0.35
H -3.13 2.75 -0.50  0.40
H -1.77 0.90 -3.15  0.35
H -2.60 2.43 -2.77  0.38
H -0.85 2.38 -3.07  0.38
H 3.40 -0.82 -0.98  0.48
H 4.13 -2.96 0.10  0.43
H 0.08 -4.32 0.06  0.42
H -0.61 -2.20 -1.04  0.46

Results
Orbital gap   0.355 Eh
HOMO energy   -0.3384 hartree
Spin multiplicity   1

# C4H3NO2

C4H3NO2 in the gas phase at a distorted geometry (ωB97M-V/def2-TZVPD, the Open Molecules 2025 dataset).

Last column: Mulliken charge in e.
Atoms and positions in Å:
C -2.80 -0.88 -0.10  -0.13
C -2.07 0.03 0.22  -0.03
C -1.15 1.03 -0.06  -0.10
N 0.19 0.97 -0.07  -0.40
O 0.54 -0.35 0.16  -0.02
C 1.84 -0.65 0.03  0.24
O 2.86 0.02 -0.07  -0.45
H -3.72 -1.58 -0.40  0.32
H -1.56 2.03 -0.14  0.35
H 1.75 -1.82 -0.24  0.22

Results
Orbital gap   0.357 Eh
HOMO energy   -0.3692 hartree
Spin multiplicity   1

# C2H8Cl2N2Si

2 unconnected molecules or ions with the total composition C2H8Cl2N2Si at a distorted geometry (ωB97M-V/def2-TZVPD, the Open Molecules 2025 dataset).

Last column: Mulliken charge in e.
Atoms and positions in Å:
C -0.35 -0.77 1.87  -0.75
C 0.04 1.51 -1.82  -0.77
N 1.10 -0.71 -0.08  -0.61
N -0.14 -0.38 0.49  0.45
Si -0.95 0.79 -0.40  0.49
Cl 2.61 1.70 0.77  -0.74
Cl -2.70 1.38 0.30  -0.17
H 0.33 -0.21 2.51  0.31
H -1.38 -0.59 2.17  0.26
H -0.14 -1.84 1.98  0.30
H -0.40 2.42 -2.22  0.32
H 1.03 1.75 -1.41  0.23
H 0.18 0.79 -2.62  0.33
H 1.42 -1.60 0.29  0.29
H 1.81 0.04 0.18  0.05

Results
Orbital gap   0.258 Eh
HOMO energy   -0.2960 hartree
Spin multiplicity   1